Computed, not measured: 6 unconnected molecules or ions with the total composition C28H53O18PS6, with wB97M-V/def2-TZVPD.

Positions of all 106 atoms, in Å:
O -3.403 -0.651 -3.412
P -3.123 -2.136 -3.449
C -1.546 -2.472 -2.487
C -0.546 -3.188 -3.061
C 0.786 -3.500 -2.296
O 1.732 -3.853 -2.967
C 0.771 -3.374 -0.762
C 1.831 -4.020 -0.006
C 1.828 -3.891 1.466
C 0.733 -3.158 2.082
C -0.347 -2.504 1.316
C -1.438 -1.744 2.117
C -2.934 -2.149 1.731
C -3.748 -0.776 1.633
S -5.235 -0.881 0.554
C -0.322 -2.588 -0.136
C -1.362 -1.897 -1.033
O -2.022 -0.928 -0.748
H -2.871 -2.510 -4.812
H -4.227 -2.882 -2.940
H -0.688 -3.557 -4.110
H 2.643 -4.573 -0.532
H 2.660 -4.358 2.041
H 0.753 -3.076 3.195
H -1.283 -0.628 2.140
H -1.317 -2.065 3.194
H -3.449 -2.742 2.526
H -2.988 -2.725 0.776
H -3.073 -0.013 1.155
H -3.952 -0.432 2.676
H -4.940 -0.080 -0.534
O 5.410 -0.645 -6.380
S 4.187 0.103 -6.425
O 4.040 1.346 -5.727
O 2.971 -0.864 -6.022
C 3.053 -1.583 -4.784
C 2.726 -0.690 -3.601
C 3.722 0.345 -8.111
H 4.036 -2.046 -4.670
H 2.322 -2.389 -4.839
H 3.494 0.072 -3.460
H 2.662 -1.279 -2.684
H 1.779 -0.170 -3.759
H 3.781 -0.608 -8.633
H 4.419 1.058 -8.549
H 2.709 0.744 -8.143
O -4.292 2.484 1.441
S -3.511 3.682 1.546
O -4.015 4.856 2.195
O -2.975 4.085 0.086
C -3.927 4.223 -0.976
C -4.671 5.543 -0.895
C -1.942 3.275 2.248
H -4.620 3.378 -0.983
H -3.362 4.185 -1.908
H -5.320 5.575 -0.019
H -5.290 5.689 -1.782
H -3.970 6.376 -0.808
H -1.535 2.415 1.719
H -2.096 3.031 3.297
H -1.280 4.135 2.159
O -0.074 2.511 -6.884
S -1.304 3.248 -6.917
O -1.450 4.501 -6.238
O -2.504 2.279 -6.479
C -2.396 1.576 -5.228
C -2.708 2.480 -4.052
C -1.801 3.458 -8.600
H -1.408 1.121 -5.125
H -3.122 0.766 -5.259
H -1.943 3.250 -3.933
H -2.754 1.901 -3.128
H -3.662 2.991 -4.201
H -1.742 2.497 -9.107
H -1.117 4.169 -9.062
H -2.816 3.849 -8.621
O 2.556 -4.741 4.384
S 2.465 -4.985 5.796
O 1.327 -4.567 6.558
O 3.795 -4.433 6.505
C 4.176 -3.071 6.270
C 3.347 -2.106 7.095
C 2.750 -6.701 6.101
H 4.117 -2.833 5.205
H 5.224 -2.986 6.562
H 2.308 -2.097 6.763
H 3.739 -1.091 7.007
H 3.348 -2.397 8.147
H 3.645 -7.010 5.565
H 1.884 -7.251 5.737
H 2.866 -6.852 7.173
O 0.964 4.437 4.622
S 1.392 3.092 4.376
O 0.455 2.033 4.137
O 2.396 2.640 5.544
C 1.959 2.764 6.904
C 1.014 1.643 7.294
C 2.575 3.101 3.064
H 1.503 3.742 7.073
H 2.854 2.714 7.525
H 0.068 1.721 6.757
H 0.800 1.677 8.364
H 1.446 0.671 7.048
H 3.320 3.868 3.267
H 2.045 3.327 2.140
H 3.037 2.118 2.999

Its frontier orbital gap is 7.03 eV. For the total energy, the calculation gives -141046.6727 eV. The multiplicity is 1.